The following is a DFT calculation (ωB97M-V/def2-TZVPD) of C25H32BrGaN4O3Se2 as an isolated structure.

For the HOMO energy, the calculation gives -13.14 eV. Its charge is +2. The gap between HOMO and LUMO comes out at 7.8 eV. The LUMO energy is -5.4 eV.

```
68
Properties=species:S:1:pos:R:3:forces:R:3:lowdin_charge:R:1
Br -1.43475 -4.41809 1.96486 0.012 -0.050 -0.001 0.91
Se 0.55687 -1.35590 3.17387 0.018 0.028 0.109 1.07
Se 2.21769 -4.10591 1.69590 0.078 0.051 0.055 1.08
Ga 0.80967 -2.20319 0.66986 -0.089 -0.080 -0.074 0.18
O 1.60649 2.53370 0.08256 0.067 0.014 0.053 0.06
O 1.96665 -1.88378 -0.95070 -0.002 0.047 0.015 -0.01
O 2.40988 -0.90121 0.91459 0.050 -0.041 -0.036 -0.07
N -0.61931 -0.81448 0.23813 0.133 -0.015 -0.049 -0.01
N -0.23247 -3.70743 -0.41832 -0.024 0.074 0.055 -0.04
N 0.78228 4.62092 -0.27758 0.042 -0.029 0.063 0.14
N -0.63395 2.80409 -0.32018 -0.047 0.101 0.153 0.17
C 2.70981 -1.06910 -0.30580 0.061 0.029 -0.025 -0.62
C 1.77959 -2.57874 4.09419 0.060 0.030 -0.032 -0.46
C -3.48457 8.30439 -1.32849 0.019 -0.016 0.006 -0.04
C -2.10376 6.90011 0.24187 -0.010 0.009 0.003 -0.03
C -1.60276 6.81132 -2.09599 0.007 -0.004 -0.003 -0.03
C -2.38577 7.31390 -1.05968 -0.010 0.011 0.004 -0.26
C 0.66832 3.28008 -0.14062 -0.026 0.030 -0.246 -0.50
C -1.34588 -5.73138 -1.93154 0.012 -0.004 0.013 0.03
C -0.23447 -4.81755 -4.02010 -0.001 -0.003 0.026 -0.02
C -0.56416 5.92664 -1.84529 0.009 0.002 -0.020 -0.01
C -2.39767 1.18755 -0.36032 0.010 0.005 -0.014 0.04
C -1.02957 -4.62175 0.13900 0.012 0.016 -0.047 -0.71
C 2.90910 -3.04126 3.18926 -0.139 -0.152 0.069 -0.46
C -0.18563 0.45318 0.15141 0.042 0.025 0.000 -0.02
C 3.83812 -0.35624 -0.95799 -0.005 -0.034 -0.012 0.06
C -2.82395 -0.11975 -0.25023 -0.022 -0.031 0.010 -0.01
C -1.06486 6.02177 0.50494 -0.007 0.005 0.023 -0.02
C -0.00661 -3.78746 -1.74534 -0.028 -0.031 0.022 -0.03
C -1.59949 -5.65573 -0.57171 -0.031 -0.043 -0.033 -0.06
C -1.04804 1.50175 -0.17131 -0.072 -0.064 -0.068 -0.16
C -0.29252 5.53400 -0.54196 -0.003 -0.018 -0.017 -0.28
C 3.81745 -4.09318 0.59344 -0.011 -0.003 0.001 -0.29
C -1.07654 -1.80006 4.11832 0.007 -0.032 0.041 -0.35
C -1.90876 -1.11297 0.04016 -0.014 0.125 0.019 -0.10
C -0.54177 -4.77911 -2.55092 0.005 -0.007 -0.012 -0.21
H -1.78642 -6.53124 -2.51396 -0.002 0.002 0.005 0.14
H -2.23468 -6.37226 -0.07174 0.001 0.004 -0.008 0.12
H -3.81124 8.26412 -2.36612 0.002 -0.004 0.001 0.08
H -1.80395 7.12154 -3.11420 0.005 -0.006 0.014 0.12
H 1.18974 -3.41128 4.47462 -0.013 -0.023 -0.026 0.08
H 4.24812 -3.09642 0.58889 0.008 0.028 0.003 0.04
H -1.05096 -1.29204 5.07828 -0.004 0.002 0.002 0.05
H 3.58789 -3.68554 3.74546 -0.005 -0.007 0.005 0.09
H 3.46373 -2.21190 2.76331 0.041 0.089 -0.047 0.07
H 0.63222 -3.02384 -2.16160 0.016 0.031 -0.007 0.12
H -1.02140 -5.32880 -4.57076 -0.006 0.006 0.004 0.09
H 1.72366 4.97050 -0.18001 -0.014 -0.006 0.001 0.17
H 0.85730 0.65540 0.34402 -0.120 -0.018 -0.013 0.10
H -2.69807 7.28382 1.06252 0.007 -0.007 -0.008 0.12
H -3.86401 -0.37640 -0.39284 0.005 0.009 -0.007 0.13
H 3.52801 -4.38902 -0.41082 -0.004 -0.003 -0.008 0.05
H 0.04508 5.54653 -2.65628 -0.008 0.006 0.008 0.12
H 4.51711 -4.81145 1.00981 0.006 -0.009 0.007 0.05
H -2.20575 -2.14523 0.12560 0.004 -0.083 -0.002 0.10
H -0.12353 -3.81402 -4.42807 0.003 -0.005 0.009 0.09
H -1.34588 3.49420 -0.51575 0.020 -0.002 0.001 0.14
H -0.83883 5.72045 1.52068 -0.002 0.008 -0.004 0.12
H -4.34637 8.12372 -0.68694 0.004 -0.002 0.001 0.08
H 4.43407 0.17517 -0.22335 -0.007 0.011 -0.005 0.11
H 2.19656 -2.03542 4.94032 -0.012 0.004 0.003 0.09
H 4.44536 -1.05985 -1.52670 -0.015 -0.001 0.009 0.11
H 3.42051 0.35818 -1.66940 -0.013 0.028 0.025 0.11
H -3.13617 9.31970 -1.12975 0.003 -0.008 -0.001 0.09
H 0.69841 -5.35478 -4.19894 -0.005 -0.009 0.001 0.10
H -1.15497 -2.87388 4.26085 -0.002 0.022 0.017 -0.01
H -3.10637 1.97246 -0.59652 0.005 -0.004 -0.004 0.14
H -1.91378 -1.43154 3.53111 0.000 0.001 -0.024 0.03
```
Positions in Å, forces in eV/Å.

The following is a DFT calculation (ωB97M-V/def2-TZVPD) of one molecule with the formula C25H32ClFN4O3S.

The value obtained for the energy above the lowest of the compared OMol25 structures with the same formula, charge and spin is 11.94 kJ/mol. For the HOMO energy, the calculation gives -7.87 eV. Its charge is 0. The gap between HOMO and LUMO comes out at 8.4 eV. The LUMO energy is 0.5 eV.

```
67
Properties=species:S:1:pos:R:3:forces:R:3:lowdin_charge:R:1
Cl 3.58832 -1.17311 -2.71910 0.105 0.003 0.006 0.78
S -1.92273 3.76951 -2.29649 -0.229 0.208 -0.077 0.67
F 0.60588 -4.54366 -0.42455 0.125 0.052 -0.035 0.07
O -1.19122 3.75125 -3.52703 0.026 -0.400 0.010 -0.27
O 0.28759 -0.62822 -3.53831 -0.111 0.182 -0.262 0.08
O -2.04710 5.00568 -1.57751 -0.075 -0.244 0.250 -0.29
N 2.41802 0.31213 3.55926 -0.057 0.049 -0.023 -0.19
N 0.54970 -0.23873 1.37304 -0.130 -0.181 -0.030 -0.10
N -3.46332 3.26461 -2.63977 0.960 0.487 0.087 -0.24
N 0.35626 -0.77848 -1.26177 0.006 0.054 0.396 0.15
C -0.10252 0.46973 -0.83140 -0.162 0.259 -0.037 -0.13
C -4.97939 0.95877 -1.80179 0.256 -0.077 0.156 -0.20
C -4.46369 3.39404 -1.61088 -0.202 0.097 0.711 -0.19
C -1.25045 2.78970 0.17843 -0.060 0.183 -0.019 -0.07
C 4.23882 -2.65905 -0.56314 0.054 0.120 -0.126 -0.11
C 0.15001 -0.38475 2.76049 -0.032 -0.016 0.292 -0.14
C 0.51343 -1.24778 -2.52854 0.048 -0.492 0.105 -0.50
C 2.78592 0.45830 2.17187 -0.108 -0.122 -0.203 -0.14
C 0.99092 -2.70600 -2.54559 -0.107 0.075 -0.215 -0.05
C -1.19504 2.56713 -1.18162 -0.161 0.465 -0.207 -0.26
C 3.98015 -3.59599 0.42207 -0.135 0.001 -0.087 -0.09
C 3.26963 -2.36744 -1.51079 -0.032 -0.261 0.268 -0.60
C 0.99148 0.45120 3.74401 -0.101 0.003 -0.150 -0.16
C 1.80579 -3.92616 -0.48725 0.161 0.144 -0.012 -0.23
C -4.66467 2.09388 -0.82947 -0.197 0.034 -0.227 -0.17
C 2.75270 -4.23392 0.47174 -0.130 -0.040 -0.031 -0.01
C 2.91235 -2.14476 4.08491 0.054 0.301 0.062 -0.08
C -3.64417 2.15833 -3.54727 0.245 -0.580 -0.363 -0.19
C -0.06061 0.72332 0.56121 -0.151 0.201 -0.230 -0.16
C -0.67559 1.87553 1.04460 0.042 -0.142 -0.092 0.00
C -0.63092 1.41532 -1.69684 0.136 0.001 -0.182 0.01
C 1.98427 -0.43832 1.21039 0.496 0.181 0.171 -0.14
C -3.84844 0.82713 -2.81967 -0.258 0.135 -0.069 -0.17
C 2.02705 -3.00492 -1.50670 0.004 -0.151 0.050 -0.20
C 3.12926 -0.65046 4.36311 0.027 -0.167 0.038 -0.24
H 0.51093 -1.42583 -0.49906 0.019 0.045 -0.087 0.13
H 1.86719 -2.41867 4.20502 -0.104 -0.088 -0.014 0.06
H 0.75489 1.51366 3.60711 -0.122 -0.045 0.063 0.11
H 2.86081 -0.44815 5.40482 0.112 -0.013 -0.005 0.11
H 3.49759 -2.72530 4.79440 0.061 -0.130 0.070 0.07
H 0.73311 0.17560 4.76762 -0.039 0.037 0.027 0.12
H -5.47996 2.22331 -0.11573 0.022 0.025 0.066 0.11
H -4.13929 4.20848 -0.96298 -0.266 0.007 0.019 0.11
H 3.23582 -2.40951 3.08103 -0.001 -0.076 -0.098 0.04
H 0.11715 -3.34559 -2.40195 0.065 0.030 -0.036 0.13
H 1.39229 -2.89691 -3.54305 -0.090 0.069 0.059 0.13
H -2.76276 2.13289 -4.18787 -0.175 -0.098 -0.163 0.11
H -5.91469 1.17781 -2.32250 -0.110 -0.036 -0.021 0.11
H 2.20430 -1.49309 1.40609 0.055 0.026 -0.077 0.10
H 0.26238 -1.44840 3.00146 -0.067 0.077 0.078 0.11
H 4.73660 -3.82829 1.15506 0.075 -0.015 0.075 0.11
H -0.69355 2.07346 2.10427 0.047 0.007 0.094 0.10
H -2.92945 0.54339 -2.30410 -0.014 -0.065 -0.046 0.09
H 2.60231 1.50355 1.89015 0.080 -0.026 -0.111 0.13
H 4.19500 -0.42755 4.24960 -0.016 -0.008 0.109 0.11
H -4.08068 0.05221 -3.55155 0.064 -0.038 -0.029 0.11
H -0.90572 -0.12673 2.85413 -0.010 -0.056 0.007 0.12
H -5.10751 0.02057 -1.25796 -0.084 -0.002 -0.038 0.11
H -3.75543 1.85558 -0.27303 -0.035 0.000 0.061 0.10
H 5.18893 -2.15209 -0.60308 0.105 0.073 -0.025 0.11
H 3.85126 0.25237 2.05885 0.062 0.055 -0.028 0.12
H 2.28152 -0.20023 0.18925 -0.039 -0.077 -0.025 0.12
H -1.70742 3.69605 0.54155 -0.023 0.104 0.124 0.12
H -4.52234 2.37280 -4.16865 0.078 0.020 0.000 0.13
H -5.40793 3.68217 -2.08871 0.064 0.038 0.016 0.13
H 2.52146 -4.96193 1.23265 -0.045 -0.080 0.071 0.12
H -0.60447 1.26055 -2.76250 0.025 -0.118 -0.062 0.11
```
Positions in Å, forces in eV/Å.

The following is a DFT calculation (ωB97M-V/def2-TZVPD) of C25H32CrN4S4 as an isolated structure.

The value obtained for the energy above the lowest of the compared OMol25 structures with the same formula, charge and spin is 0.00 kJ/mol. For the HOMO energy (spin up / spin down), the calculation gives -6.00 / -6.35 eV. Its charge is 0. The gap between HOMO and LUMO (spin up / spin down) comes out at 5.7 / 6.1 eV. The spin multiplicity is 5. The LUMO energy (spin up / spin down) is -0.3 / -0.3 eV.

```
66
Properties=species:S:1:pos:R:3:forces:R:3:lowdin_spin:R:1
Cr 1.36135 0.74217 0.37052 -0.461 -0.134 0.487 2.89
S 2.67229 -1.22955 -0.34931 0.076 -0.232 -0.013 0.01
S 1.56679 0.08727 2.57126 -0.308 0.057 -0.183 -0.03
S 1.79480 1.44399 -1.99724 -0.204 -0.061 -0.220 0.01
S 3.48479 1.79644 0.78899 0.220 0.090 0.162 0.00
N -0.30075 -1.34910 3.74833 0.254 -0.098 -0.381 0.31
N -0.64931 -1.09775 1.46498 0.050 0.157 -0.155 0.29
N -0.26470 -0.47879 0.34420 0.111 -0.220 0.035 0.21
N -1.34346 -2.23613 3.73755 -0.318 0.001 -0.132 0.08
C 2.20720 -1.36865 -2.08772 0.017 0.009 0.054 0.00
C -0.52830 -3.93678 2.14509 -0.033 -0.075 0.020 0.01
C 3.36307 2.37546 -2.01138 0.006 -0.013 0.117 0.00
C -0.76694 -5.13017 1.47667 0.023 0.066 0.002 0.00
C -3.01908 3.33477 1.24416 -0.001 0.033 0.001 0.00
C 4.64148 0.40850 0.67074 -0.066 -0.069 -0.070 0.00
C -1.96491 -5.81692 1.62558 0.034 0.026 0.010 0.01
C -2.70104 -4.10944 3.15839 -0.083 -0.058 -0.051 0.01
C 0.06682 -0.87752 2.56354 0.032 -0.182 0.314 -0.01
C -2.42883 -2.37161 -2.00474 -0.006 -0.005 -0.002 0.00
C -1.50649 -3.40332 2.98945 0.154 0.151 0.197 0.01
C 0.26900 2.37185 0.56760 -0.198 0.213 -0.132 -0.04
C -2.33135 4.03834 -1.06278 0.033 -0.007 0.031 0.00
C -1.73248 -2.04504 -0.85260 0.098 -0.043 0.011 0.03
C 3.90808 2.80649 -0.64345 -0.123 -0.062 -0.086 0.00
C -1.86266 -0.26597 -2.98240 0.041 0.021 0.055 0.00
C -1.05230 -0.81937 -0.76112 0.005 0.099 -0.006 0.01
C 4.36937 -0.58626 -0.45341 -0.002 -0.001 0.049 0.00
C -1.16520 0.07619 -1.82946 -0.044 0.130 -0.121 0.04
C -0.69808 3.10927 0.50913 0.196 0.126 -0.044 0.08
C -1.58231 5.37312 0.92898 0.019 0.043 0.015 0.00
C -1.89355 3.96691 0.40974 -0.018 -0.166 -0.014 0.01
C 2.24037 -0.07772 -2.90568 -0.024 0.046 0.047 0.00
C -2.48773 -1.49932 -3.09004 0.031 -0.034 0.089 0.04
C -2.92653 -5.29659 2.48214 -0.015 0.047 0.028 0.00
H 3.21733 0.09122 -3.35435 0.016 -0.013 -0.028 0.00
H -3.46147 -3.70889 3.82063 0.011 -0.001 -0.036 0.00
H 3.15739 3.26243 -2.60703 0.126 0.042 -0.023 0.00
H -0.77383 5.82905 0.35424 -0.022 -0.007 0.006 0.00
H 4.08902 1.77353 -2.55291 0.030 0.000 0.003 0.00
H 1.51450 -0.15964 -3.71276 0.024 -0.034 -0.049 0.00
H -2.14219 -6.74262 1.09389 0.007 0.017 0.001 0.00
H -1.94431 0.45730 -3.78606 0.009 -0.003 0.010 0.00
H -3.20167 2.30809 0.92282 -0.008 0.032 -0.001 0.00
H -2.74893 3.31421 2.30105 -0.006 -0.003 -0.028 0.00
H 3.52966 3.79161 -0.37771 -0.038 0.018 -0.016 0.00
H 4.99616 2.86451 -0.67392 0.018 0.118 -0.046 0.00
H -1.28007 5.33949 1.97661 0.003 -0.003 -0.023 0.00
H 4.54613 -0.08294 1.64031 0.020 -0.002 -0.005 0.00
H -1.68903 -2.72992 -0.01613 -0.006 0.000 -0.022 0.00
H 4.51824 -0.13821 -1.43574 0.013 0.031 0.039 0.00
H -2.46934 6.00610 0.84252 0.018 -0.010 0.011 0.00
H 2.83978 -2.12278 -2.55652 -0.050 -0.033 -0.063 0.00
H 0.00364 -5.52811 0.82518 -0.019 0.018 0.029 0.00
H 5.64851 0.81960 0.59218 0.034 -0.051 0.009 0.00
H -2.93565 -3.32908 -2.05524 0.023 0.033 0.006 0.00
H 1.19057 -1.76188 -2.03805 -0.020 0.008 -0.013 0.00
H -2.62001 3.04836 -1.42232 0.010 0.031 0.002 0.00
H -1.86018 -2.20447 4.59817 0.091 -0.090 0.085 0.00
H 5.04943 -1.43235 -0.35595 0.081 0.039 -0.053 0.00
H -0.78408 1.08312 -1.71472 0.058 -0.007 0.021 0.00
H -3.94235 3.90999 1.12739 0.041 -0.012 0.015 0.00
H -1.51613 4.40676 -1.68941 -0.032 0.012 0.017 0.00
H -3.86753 -5.81566 2.62150 0.023 0.013 0.010 0.00
H 0.41649 -3.42894 2.02298 0.021 0.043 -0.011 0.00
H -3.03293 -1.76633 -3.98636 0.003 -0.003 0.027 0.00
H -3.18657 4.71164 -1.17004 0.024 -0.039 0.011 0.00
```
Positions in Å, forces in eV/Å.

Which of these has the highest charge?
C25H32BrGaN4O3Se2

What is the charge in the first record?
+2